Record 1
{
  "formula": "C32H37F3IrN2O2SbSe2Si",
  "method": "the ωB97M-V functional and the def2-TZVPD basis",
  "largest_force_ev_per_a": 1.93,
  "total_energy_ha": -7238.13304,
  "e_lumo_ev": -0.765,
  "e_homo_ev": -7.1051,
  "symbols": ["Ir", "O", "C", "C", "C", "O", "C", "Se", "C", "Se", "H", "H", "H", "H", "H", "H", "H", "H", "H", "H", "C", "C", "C", "C", "C", "C", "N", "N", "Si", "C", "C", "C", "H", "H", "H", "H", "H", "H", "H", "H", "H", "H", "H", "H", "H", "H", "H", "F", "C", "C", "C", "C", "C", "C", "Sb", "C", "C", "C", "C", "F", "C", "C", "C", "C", "C", "C", "F", "C", "C", "H", "H", "H", "H", "H", "H", "H", "H", "H", "H", "H", "H"],
  "positions_angstrom": [[-1.14516, -0.80796, -0.38621], [-4.05321, -4.40887, 3.10733], [-4.58375, -4.00228, 1.87056], [-3.55934, -3.10745, 1.13738], [-4.20998, -2.73983, -0.20639], [-3.28819, -2.16126, -1.10693], [-3.28579, -1.89238, 2.03108], [-3.09719, -0.12918, 1.15273], [-2.32430, -3.98250, 0.94458], [-0.76444, -3.28461, -0.02981], [-4.68808, -4.99063, 3.53708], [-5.52002, -3.44276, 2.01207], [-4.80562, -4.87845, 1.24568], [-5.04526, -2.05713, -0.01077], [-4.61168, -3.66040, -0.65414], [-3.76568, -1.63846, -1.76135], [-2.37368, -2.04050, 2.61333], [-4.11724, -1.76224, 2.72677], [-2.61708, -4.88354, 0.40272], [-1.95046, -4.27789, 1.92840], [1.90160, -2.78050, -2.35779], [1.12903, -1.71757, -3.07355], [1.24292, -1.54662, -4.44713], [0.55876, -0.49434, -5.05228], [-0.20733, 0.34949, -4.28522], [-0.34299, 0.08274, -2.90796], [0.34350, -0.93941, -2.34074], [-1.12515, 0.74256, -2.05143], [-1.72802, 2.34909, -2.16179], [-2.06227, 2.88005, -0.36004], [-0.46284, 3.57119, -2.92487], [-3.38877, 2.48239, -3.10857], [2.94099, -2.79245, -2.68237], [1.47348, -3.76087, -2.56506], [1.84635, -2.60048, -1.28501], [1.85417, -2.22372, -5.02262], [0.62488, -0.34134, -6.12179], [-0.75544, 1.17458, -4.70837], [-1.19946, 2.73295, 0.28909], [-2.88439, 2.30759, 0.06367], [-2.34508, 3.92645, -0.30654], [0.53793, 3.14858, -2.94682], [-0.41846, 4.47993, -2.33293], [-0.72820, 3.85774, -3.93902], [-4.16194, 1.91844, -2.59404], [-3.32376, 2.10667, -4.12612], [-3.70769, 3.51995, -3.15694], [6.06762, -2.76501, 2.67250], [4.97313, -2.13448, 2.20023], [3.74132, -2.75669, 2.29987], [2.62083, -2.08737, 1.83770], [2.73733, -0.81924, 1.28407], [3.98872, -0.23221, 1.16932], [5.11909, -0.88306, 1.62884], [0.96016, 0.30817, 0.79943], [0.85269, 1.22817, 2.74482], [-0.35763, 1.33868, 3.41184], [-0.41305, 1.91518, 4.66867], [0.76025, 2.37446, 5.23826], [0.71679, 2.94621, 6.45839], [1.98191, 2.26426, 4.59690], [2.01856, 1.68226, 3.34438], [1.92504, 1.90997, -0.22738], [2.60131, 1.62881, -1.40602], [3.26505, 2.62986, -2.09280], [3.23440, 3.91495, -1.57812], [3.90196, 4.89476, -2.22220], [2.55404, 4.22262, -0.41284], [1.88853, 3.20878, 0.25429], [3.67269, -3.74174, 2.73546], [1.65127, -2.56731, 1.89866], [4.08193, 0.74257, 0.70918], [6.09709, -0.43186, 1.55321], [-1.27240, 0.98345, 2.95021], [-1.34604, 2.01370, 5.20086], [2.87717, 2.63068, 5.07436], [2.96212, 1.58291, 2.82665], [2.61667, 0.61587, -1.78496], [3.80682, 2.42997, -3.00481], [2.56167, 5.23568, -0.04086], [1.34730, 3.43227, 1.16400]],
  "forces_ev_per_angstrom": [[1.3035, 0.4037, -1.0238], [0.0728, -0.0780, 0.4247], [-0.2594, 0.1015, -0.6001], [-0.1084, -0.1343, -0.2523], [-0.4306, -0.3236, 0.6564], [0.5703, 0.4557, -0.7344], [0.1181, 0.5347, 0.0775], [1.5993, -0.9443, -0.5152], [0.4349, -0.0780, 0.1879], [-0.0917, 1.0607, 0.7683], [0.0742, 0.0685, -0.0037], [0.0499, 0.0213, -0.0326], [0.0057, 0.0524, -0.0066], [0.0654, -0.0149, -0.0450], [0.0391, 0.1176, -0.0280], [-0.0449, 0.0280, 0.0638], [-0.1753, -0.0298, -0.0267], [0.0647, 0.0215, 0.0425], [0.0317, -0.0634, -0.0109], [-0.1946, -0.0356, -0.1868], [-0.1412, -0.0513, 0.0772], [0.3311, -0.5062, -0.4908], [0.0497, -0.0024, 0.2345], [-0.0649, 0.1204, 0.1701], [-0.0023, -0.0661, -0.0617], [0.0220, 0.1501, -0.0315], [-0.9993, 0.2716, 1.0580], [-0.4087, -0.3264, 1.2722], [-0.4596, 0.8088, 0.4630], [0.0152, -0.2019, -0.6506], [-0.4411, -0.5697, 0.1216], [0.7405, -0.1111, 0.3628], [0.0401, 0.0221, 0.0171], [-0.0214, -0.0663, 0.0669], [0.1068, -0.1100, 0.0297], [0.1167, -0.0180, -0.0141], [0.0432, 0.0156, -0.0195], [-0.0812, 0.1019, -0.1461], [0.1648, -0.0157, -0.0103], [-0.0969, -0.0702, 0.0007], [-0.0277, 0.2826, -0.0280], [0.1705, -0.1149, 0.0133], [-0.0543, 0.1663, 0.1649], [-0.0391, 0.0060, -0.1839], [-0.1116, -0.1134, 0.1234], [0.0752, -0.0662, -0.1765], [-0.0521, 0.2060, 0.0013], [-0.1401, 0.0504, -0.0886], [-0.0560, 0.0605, -0.0262], [0.2396, 0.0083, 0.0557], [-0.1707, -0.0734, -0.0139], [-0.6759, 0.0170, -0.3954], [-0.1232, 0.1697, -0.1614], [0.1552, -0.1770, 0.1248], [-0.6376, -0.3510, 0.0051], [-0.4212, -0.3941, -0.6091], [-0.1753, -0.0106, -0.1287], [0.1563, 0.1627, 0.2622], [-0.0668, -0.0635, -0.0613], [0.0118, -0.0662, -0.1258], [-0.0676, 0.0993, 0.1722], [0.0583, -0.0347, -0.1835], [-0.4624, -0.4303, -0.0019], [0.0195, -0.0488, -0.0598], [0.1149, 0.2176, -0.0552], [0.0050, -0.0511, 0.1043], [-0.1468, -0.1721, 0.0833], [0.1643, 0.1253, -0.2306], [-0.0686, -0.0278, 0.1299], [-0.0100, -0.0721, 0.0350], [-0.0369, -0.0464, 0.0013], [0.1095, 0.0551, 0.0210], [0.0760, -0.0076, 0.0060], [-0.0106, -0.0194, -0.0156], [-0.0800, 0.0178, 0.0701], [0.0685, 0.0336, 0.0696], [0.1269, 0.0325, 0.0540], [0.0410, -0.0628, -0.1365], [0.0274, -0.0097, -0.0760], [-0.0295, 0.0896, 0.0040], [0.0060, 0.0737, 0.0521]],
  "lowdin_charge": [0.5186, -0.0454, -0.2427, -0.5683, -0.2497, -0.2219, -0.5012, 0.6343, -0.5258, 0.5892, 0.0979, 0.1314, 0.1262, 0.1180, 0.1332, 0.1014, 0.0630, 0.0613, 0.0670, 0.0573, -0.0511, -0.3524, -0.0515, -0.0680, -0.0297, -0.4839, 0.0341, -0.1670, 0.4226, -0.1952, -0.1568, -0.1714, 0.0837, 0.0819, 0.0310, 0.1057, 0.1076, 0.0967, -0.0024, -0.0504, 0.0276, 0.0050, 0.0226, 0.0218, 0.0176, 0.0147, 0.0220, 0.0622, -0.2700, 0.0035, -0.1158, -0.3465, -0.1270, -0.0004, 1.5226, -0.3480, -0.1163, 0.0021, -0.2705, 0.0623, 0.0002, -0.1166, -0.3716, -0.1306, -0.0031, -0.2712, 0.0646, 0.0024, -0.1096, 0.1221, 0.0678, 0.0942, 0.1207, 0.0276, 0.1217, 0.1204, 0.0953, 0.1010, 0.1239, 0.1221, 0.1016]
}



Record 2
{
  "formula": "C10H13BrNO2",
  "method": "the ωB97M-V functional and the def2-TZVPD basis",
  "total_charge": 1,
  "largest_force_ev_per_a": 3.51,
  "total_energy_ha": -3167.77814,
  "smiles": "OC(O)([NH2+]C1CC1)c1ccccc1Br",
  "e_lumo_ev": -2.877,
  "e_homo_ev": -12.8173,
  "symbols": ["C", "C", "C", "C", "C", "C", "C", "C", "C", "C", "N", "O", "O", "Br", "H", "H", "H", "H", "H", "H", "H", "H", "H", "H", "H", "H", "H"],
  "positions_angstrom": [[2.64423, -0.73939, 1.05399], [3.37256, -0.24774, 0.01668], [1.35512, -0.32257, 1.31220], [2.77367, 0.56624, -0.96472], [0.77502, 0.59054, 0.49096], [1.49822, 1.03345, -0.67370], [-2.46124, -1.55095, -1.35225], [-1.02202, -1.83818, -0.96984], [-1.89430, -0.88318, -0.16567], [-0.61904, 1.22087, 0.71751], [-1.66670, 0.58502, -0.26690], [-0.54163, 2.55914, 0.51180], [-1.31115, 0.87572, 1.94793], [0.63107, 2.04435, -2.17862], [3.07945, -1.25783, 2.00219], [4.36567, -0.48847, 0.07188], [0.99727, -0.50987, 2.30058], [3.46658, 0.85426, -1.73059], [-2.86702, -0.97380, -2.23904], [-3.06864, -2.51423, -1.09298], [-0.93931, -2.85454, -0.47805], [-0.27523, -1.60946, -1.65849], [-2.18173, -1.06467, 0.87149], [-1.41209, 0.90041, -1.20839], [-2.48395, 0.97671, 0.12440], [-1.23056, 3.15247, 1.00255], [-0.98426, 1.49574, 2.55505]],
  "forces_ev_per_angstrom": [[0.5281, -0.7826, 3.3756], [-2.0839, 0.1455, -0.0840], [0.1804, 0.5813, 0.3952], [0.3183, -0.2189, 1.8558], [-1.0293, 1.7421, -2.1601], [-0.5343, -0.5679, -1.1469], [-2.1702, -2.3824, -0.2067], [-1.9504, -1.4092, 1.3539], [1.1878, 0.3334, 0.3244], [-0.4800, -1.4741, 1.1757], [1.7529, -0.4881, 0.1500], [-1.5347, 1.6548, 1.1661], [0.7361, -0.6219, -2.7910], [0.6751, -0.7488, 1.1673], [-0.2020, 0.5513, -2.3764], [2.4959, -0.4012, -0.7465], [-0.8315, -0.3999, 0.2247], [-0.5646, 0.5127, -0.7359], [1.0082, -0.7604, 1.1081], [0.5589, 2.3256, -0.6509], [0.2225, 1.4597, -0.7077], [1.3820, 0.9002, -0.5709], [0.0627, -0.4317, -0.4811], [-0.3248, 0.1493, -0.0907], [-1.5811, 1.0185, -0.2693], [1.4686, -1.9123, -1.2373], [0.7093, 1.2253, 1.9585]],
  "lowdin_charge": [-0.0658, -0.0496, -0.0384, -0.0832, -0.1557, -0.4528, -0.0988, -0.0625, -0.2450, -0.4891, 0.1608, 0.0193, 0.0714, 0.7770, 0.1587, 0.0917, 0.1222, 0.1133, 0.1393, 0.1500, 0.1402, 0.0872, 0.1584, 0.0966, 0.1582, 0.2040, 0.0927]
}



Record 3
{
  "formula": "C25H25FNO7S2",
  "method": "the ωB97M-V functional and the def2-TZVPD basis",
  "total_charge": -1,
  "largest_force_ev_per_a": 2.97,
  "total_energy_ha": -2445.26507,
  "smiles": "CCOC(=O)[C@](F)([C@@H](N=[S@@](=O)([O-])c1ccc(C)cc1)c1ccc(OC)cc1)S(=O)(=O)c1ccccc1",
  "e_lumo_ev": 2.464,
  "e_homo_ev": -4.5824,
  "symbols": ["C", "O", "C", "C", "C", "C", "C", "N", "S", "C", "C", "C", "C", "C", "C", "C", "O", "O", "C", "C", "H", "H", "H", "H", "H", "H", "H", "H", "H", "H", "H", "H", "H", "H", "H", "C", "C", "O", "C", "C", "F", "S", "C", "C", "C", "C", "C", "C", "O", "O", "O", "H", "H", "H", "H", "H", "H", "H", "H", "H", "H"],
  "positions_angstrom": [[-5.88430, -1.62390, 1.33165], [-5.63679, -0.23075, 1.63193], [-4.48207, 0.11550, 2.27101], [-4.36016, 1.41850, 2.81381], [-3.22436, 1.74560, 3.56154], [-2.18096, 0.78731, 3.76524], [-0.89337, 1.09440, 4.62931], [0.22444, 0.96989, 3.79277], [0.97949, 1.77698, 2.70718], [2.25447, 0.61392, 2.14631], [2.81171, -0.31009, 3.01303], [3.84191, -1.14547, 2.60053], [4.31658, -1.11486, 1.29566], [5.41043, -2.04677, 0.84450], [3.73440, -0.19216, 0.41620], [2.72544, 0.67997, 0.82955], [0.12116, 2.07885, 1.57154], [1.76944, 2.86174, 3.26445], [-2.24652, -0.39550, 3.03206], [-3.39042, -0.76026, 2.33216], [-6.91244, -1.67741, 0.97347], [-5.21231, -2.00331, 0.56474], [-5.79156, -2.26167, 2.21926], [-5.14522, 2.16016, 2.63793], [-3.11627, 2.73308, 4.02294], [-1.09934, 2.00150, 5.28598], [2.47414, -0.38500, 4.02922], [4.29459, -1.83298, 3.29775], [5.49995, -2.07878, -0.24902], [6.40008, -1.77342, 1.24391], [5.21559, -3.06562, 1.19915], [4.08245, -0.13030, -0.61597], [2.29464, 1.41623, 0.15710], [-1.38152, -1.04903, 3.04805], [-3.39928, -1.70836, 1.79530], [2.52066, 3.29239, 6.98545], [2.62537, 2.17132, 6.02999], [1.30097, 1.60790, 6.07852], [1.05738, 0.27388, 6.08164], [-0.45624, 0.16464, 6.08386], [-0.81028, -1.15626, 6.01888], [-0.84087, 0.74745, 8.02055], [-1.62324, -0.59503, 9.06451], [-2.94610, -0.48740, 9.48467], [-3.49817, -1.53122, 10.25539], [-2.73495, -2.66088, 10.56588], [-1.40035, -2.72973, 10.15726], [-0.83300, -1.68239, 9.43932], [0.34463, 1.01398, 8.80213], [-1.79322, 1.79236, 7.76194], [1.89603, -0.63110, 5.98464], [3.47821, 3.75600, 7.09181], [1.80248, 4.01834, 6.62041], [2.17472, 2.89464, 7.92443], [2.81940, 2.47684, 4.98885], [3.36019, 1.41251, 6.31598], [-3.53646, 0.39249, 9.22742], [-4.52916, -1.44529, 10.61617], [-3.18481, -3.48967, 11.13021], [-0.79443, -3.59775, 10.39928], [0.21428, -1.71305, 9.16550]],
  "forces_ev_per_angstrom": [[0.1523, 0.7892, 0.4084], [-0.7132, -0.5665, -0.2724], [0.9104, 0.0947, 0.1517], [0.1406, -0.5152, -0.1042], [0.7565, -0.9936, 0.5091], [-0.1650, 0.3656, 0.7590], [-0.8493, 0.9957, 0.7442], [0.5521, -0.8957, 0.1390], [-1.2735, -0.9399, 1.0862], [-0.3021, -0.0378, -0.4590], [0.2829, -0.0437, 0.0946], [-0.0390, 0.1714, -0.3161], [-0.2215, 0.4009, -0.3927], [0.2776, -0.2149, -0.0321], [0.0101, 0.1672, 0.0020], [-0.0719, -0.0990, 0.4857], [0.6521, 0.3709, -0.2081], [0.0432, 0.7351, -0.5180], [-0.0291, 0.1103, 0.5946], [-0.1032, 0.3122, -0.0751], [0.1149, 0.1305, -0.0116], [0.0886, 0.0660, -0.1343], [0.0844, 0.2347, 0.0012], [0.2094, -0.3666, 0.1184], [-0.1606, -0.3554, -0.1874], [0.4352, -0.1365, -1.5240], [-0.1734, 0.0498, 0.0966], [-0.0476, -0.1531, 0.2225], [-0.0789, 0.0386, 0.2368], [-0.2984, 0.0861, -0.0655], [-0.0043, 0.1105, -0.1065], [-0.0294, -0.0849, 0.1951], [0.0346, -0.1732, 0.0056], [-0.0746, -0.0333, 0.0303], [-0.0872, 0.2285, 0.2059], [0.0382, 0.4050, 0.0650], [0.0333, -0.9910, -0.7508], [-0.2657, -1.7126, 0.5359], [2.4324, 0.2575, -1.2275], [0.3348, -1.1579, -0.4290], [-0.1496, 0.2561, 0.1103], [-0.6256, -0.4507, -0.6261], [0.0255, 0.2004, -0.8499], [-0.0337, -0.3926, 0.0628], [0.2208, 0.2762, -0.0776], [-0.1716, 0.1368, -0.0491], [-0.1533, 0.1947, 0.0659], [-0.1940, 0.0278, -0.1594], [0.2194, -0.0151, -0.5319], [-0.4954, 0.3007, 0.5883], [-2.1118, 1.9211, 0.8194], [0.6456, 0.5107, 0.2463], [-0.0968, 0.1740, -0.0171], [-0.0525, 0.0584, 0.5279], [-0.1814, -0.1136, 0.5102], [-0.1340, 0.0288, 0.1243], [0.1768, -0.2501, -0.0429], [0.4147, -0.0639, -0.2033], [0.2399, 0.4367, -0.2645], [-0.0831, 0.1153, 0.0176], [-0.0558, -0.0013, -0.1249]],
  "lowdin_charge": [-0.0799, -0.1050, -0.2901, -0.0142, -0.0215, -0.1463, -0.2074, -0.1790, 0.5662, -0.2367, -0.0456, -0.0425, -0.2934, -0.0714, -0.0561, -0.0560, -0.3494, -0.3537, -0.0354, -0.0264, 0.0827, 0.0789, 0.0932, 0.1092, 0.1126, 0.1275, 0.0742, 0.1088, 0.0689, 0.0770, 0.0727, 0.1015, 0.1078, 0.1178, 0.0995, -0.0629, -0.2094, -0.0665, -0.4737, -0.1840, 0.0165, 0.7948, -0.2422, -0.0576, -0.0820, -0.0932, -0.0824, -0.0655, -0.3151, -0.3358, 0.0772, 0.0689, 0.0894, 0.0696, 0.1019, 0.1272, 0.1113, 0.1023, 0.1031, 0.1022, 0.1173]
}